A 2-piece molecular cluster, C4H12 overall at a distorted geometry, computed with ωB97M-V with the def2-TZVPD basis set.

Each line ends with the Löwdin charge.
Atoms and positions in Å:
C (-2.15, 0.12, -1.27)  -0.165
C (-2.19, -0.61, 0.07)  -0.174
H (-2.51, -0.55, -2.06)  0.059
H (-2.84, 0.95, -1.28)  0.057
H (-1.14, 0.36, -1.60)  0.052
H (-1.27, -1.11, 0.38)  0.044
H (-2.99, -1.36, 0.09)  0.060
H (-2.41, 0.10, 0.87)  0.062
C (1.69, -0.20, 0.30)  -0.172
C (2.69, 0.77, 0.94)  -0.156
H (1.96, -0.47, -0.73)  0.061
H (1.59, -1.19, 0.74)  0.061
H (0.70, 0.24, 0.24)  0.036
H (3.57, 0.83, 0.29)  0.058
H (3.04, 0.38, 1.90)  0.058
H (2.26, 1.74, 1.12)  0.058

The calculated total energy comes out at -4342.23195 eV. The calculation puts the energy above the lowest of the compared OMol25 structures with the same formula, charge and spin at 28.6 kJ/mol. The gap between HOMO and LUMO is 0.47205 Ha. Its structure (SMILES) is CC.CC.

An isolated ion of composition C8H12N4O3 and charge +2 at a distorted geometry, computed with ωB97M-V with the def2-TZVPD basis set.

Each line ends with the Löwdin charge.
Atoms and positions in Å:
C (3.05, 0.66, 0.24)  -0.194
C (-0.64, 1.20, -0.25)  -0.176
C (-0.32, -0.10, -0.93)  -0.088
C (0.07, -0.33, 1.36)  -0.434
C (0.08, -2.28, -0.45)  -0.053
C (0.23, -2.01, -2.04)  -0.027
C (-0.46, -1.24, 2.45)  0.086
C (-1.36, 3.51, -0.52)  0.114
N (-0.09, -0.97, 0.05)  0.052
N (-0.58, 0.99, 1.07)  0.288
N (-0.13, -0.57, -2.14)  0.176
N (1.86, 0.58, 0.50)  0.105
O (4.07, 0.93, -0.19)  0.315
O (1.41, -0.17, 1.57)  0.052
O (-1.06, 2.16, -0.93)  0.096
H (-0.73, -2.99, -0.37)  0.132
H (0.96, -2.93, -0.23)  0.162
H (1.33, -1.98, -2.43)  0.176
H (-0.47, -2.77, -2.50)  0.157
H (-1.46, -1.65, 2.21)  0.125
H (-0.81, -0.63, 3.37)  0.153
H (0.25, -1.92, 2.56)  0.058
H (-0.80, 3.53, 0.46)  0.135
H (-2.40, 3.51, -0.26)  0.119
H (-1.14, 4.09, -1.33)  0.099
H (-0.97, 1.57, 1.78)  0.190
H (0.12, -0.19, -3.02)  0.181

The calculated total energy comes out at -20572.24670 eV. The calculation puts the energy above the lowest of the compared OMol25 structures with the same formula, charge and spin at 6.0 kJ/mol. The gap between HOMO and LUMO is 0.30588 Ha. As for the net charge: +2.

A single C3H5FO molecule at a distorted geometry, computed with ωB97M-V with the def2-TZVPD basis set.

Each line ends with the Löwdin charge.
Atoms and positions in Å:
C (-1.39, -0.57, -0.43)  0.096
C (-0.42, 0.19, 0.20)  -0.317
F (-0.64, 1.58, -0.03)  -0.034
C (0.89, -0.18, 0.45)  -0.276
O (1.75, 0.29, -0.57)  -0.059
H (-2.39, 0.10, -0.32)  0.126
H (-1.39, -1.65, -0.29)  0.061
H (1.09, 0.13, 1.43)  0.121
H (1.14, -1.17, 0.19)  0.130
H (1.36, 1.27, -0.64)  0.151

The calculated total energy comes out at -7953.99477 eV. The calculation puts the energy above the lowest of the compared OMol25 structures with the same formula, charge and spin at 242.6 kJ/mol. The gap between HOMO and LUMO is 0.39921 Ha. Its structure (SMILES) is C=C(F)CO.

C26H31N2O8W as an isolated structure at a distorted geometry, computed with ωB97M-V with the def2-TZVPD basis set.

Each line ends with the Löwdin charge.
Atoms and positions in Å:
O (0.57, 5.53, -2.46)  -0.149
C (1.98, 5.92, -2.67)  -0.126
C (1.61, 7.37, -3.00)  -0.076
H (2.43, 5.35, -3.49)  0.121
H (2.58, 5.80, -1.75)  0.119
C (0.16, 6.89, -2.81)  -0.570
H (1.84, 7.70, -4.01)  0.114
H (1.91, 8.12, -2.28)  0.114
C (-0.59, 6.92, -4.13)  -0.023
H (0.03, 6.46, -4.91)  0.092
H (-0.80, 7.96, -4.40)  0.096
H (-1.54, 6.39, -4.06)  0.088
C (-0.59, 7.61, -1.71)  -0.018
H (-0.01, 7.62, -0.77)  0.089
H (-1.58, 7.17, -1.53)  0.087
H (-0.75, 8.65, -2.03)  0.095
W (-0.68, -1.48, 0.93)  1.643
C (-1.17, -1.49, 3.21)  -0.150
C (0.15, -2.02, 3.06)  -0.144
C (1.00, -0.97, 2.55)  -0.134
H (0.48, -2.98, 3.43)  0.134
C (0.20, 0.22, 2.41)  -0.131
C (-1.14, -0.11, 2.81)  -0.154
H (-1.96, 0.61, 2.90)  0.135
H (-2.02, -2.04, 3.61)  0.133
H (2.07, -1.04, 2.38)  0.128
H (0.58, 1.20, 2.15)  0.123
C (-2.57, -2.79, 0.41)  -0.145
C (-3.06, -1.53, 0.89)  -0.149
C (-2.63, -0.51, -0.01)  -0.154
H (-3.73, -1.41, 1.74)  0.133
C (-1.91, -1.13, -1.09)  -0.143
C (-1.88, -2.54, -0.84)  -0.138
H (-1.49, -3.30, -1.50)  0.133
H (-2.78, -3.77, 0.82)  0.123
H (-2.91, 0.54, 0.03)  0.129
H (-1.52, -0.64, -1.98)  0.125
O (0.10, 1.05, -0.90)  -0.225
C (-0.38, 2.40, -0.65)  -0.197
C (0.80, 3.33, -0.79)  -0.165
H (-0.86, 2.47, 0.34)  0.109
H (-1.14, 2.60, -1.42)  0.126
C (1.88, 2.51, -1.53)  -0.143
H (1.17, 3.64, 0.19)  0.122
H (0.48, 4.20, -1.37)  0.070
C (1.55, 1.12, -1.02)  -0.190
H (2.90, 2.83, -1.28)  0.122
H (1.70, 2.56, -2.62)  0.127
H (1.99, 0.98, -0.02)  0.108
H (1.88, 0.30, -1.66)  0.124
O (2.48, -3.31, 1.22)  0.123
C (1.36, -3.70, 0.96)  -0.504
O (0.37, -2.96, 0.42)  -0.260
C (0.91, -5.11, 1.27)  -0.086
C (-0.28, -5.65, 0.74)  0.086
C (-0.72, -6.91, 1.16)  -0.110
C (0.01, -7.67, 2.08)  0.118
C (1.19, -7.13, 2.59)  -0.104
C (1.66, -5.87, 2.18)  0.105
N (1.91, -7.86, 3.61)  -0.309
O (1.45, -8.97, 3.98)  0.086
O (2.95, -7.36, 4.08)  0.084
N (-1.99, -7.39, 0.67)  -0.306
O (-2.66, -6.63, -0.07)  0.053
O (-2.37, -8.54, 0.99)  0.101
H (-0.86, -5.09, 0.01)  0.109
H (-0.35, -8.64, 2.40)  0.140
H (2.59, -5.46, 2.56)  0.140

The calculated total energy comes out at -48636.64763 eV. Its spin multiplicity is 3. The calculation puts the energy above the lowest of the compared OMol25 structures with the same formula, charge and spin at 2.8 kJ/mol. The gap between HOMO and LUMO (spin up / spin down) is 0.26727 / 0.27807 Ha. As for the net charge: +1.